## a
{"formula": "C5H7OP", "method": "wB97M-V/def2-TZVPD", "symbols": ["C", "C", "C", "C", "C", "O", "P", "H", "H", "H", "H", "H", "H", "H"], "coordinates": [[-2.187, 1.846, -1.108], [-1.063, 1.538, -0.861], [-0.502, -1.189, -0.330], [1.445, -0.695, 1.148], [0.407, -0.160, 0.278], [1.256, 2.477, 0.094], [0.651, 1.317, -0.494], [-3.178, 1.934, -1.348], [-1.389, -1.335, 0.275], [-0.075, -2.144, -0.429], [-0.675, -0.955, -1.474], [1.060, -1.428, 1.780], [2.316, -1.268, 0.725], [1.932, 0.063, 1.744]], "mulliken_charge": [0.617, -1.024, -1.314, -1.445, 0.825, -0.630, 0.309, 0.463, 0.291, 0.411, 0.372, 0.427, 0.307, 0.390], "homo_lumo_gap_ev": [7.85, 7.85], "lumo_ev": [-0.82, -0.82]}

---

## b
{"formula": "C5H7OP", "method": "wB97M-V/def2-TZVPD", "symbols": ["C", "C", "C", "C", "C", "O", "P", "H", "H", "H", "H", "H", "H", "H"], "coordinates": [[-0.635, 1.719, -0.763], [0.516, 1.264, -0.211], [-1.828, 1.105, -0.410], [0.101, -0.533, 0.599], [1.132, -1.571, 0.595], [1.745, -2.044, -0.635], [-1.659, -0.554, 0.362], [-0.628, 2.718, -1.144], [1.558, 1.304, -0.500], [-2.837, 1.571, -0.783], [0.897, -2.455, 1.206], [1.937, -1.160, 1.160], [2.040, -1.169, -1.017], [-2.339, -0.195, 1.540]], "mulliken_charge": [-0.284, -0.576, -0.187, 0.085, -0.546, -0.508, -0.118, 0.349, 0.388, 0.290, 0.385, 0.341, 0.332, 0.049], "homo_lumo_gap_ev": [7.31, 7.60], "lumo_ev": [-0.69, -0.69]}

---

Which of them is least stable? Easy: b.

---

## a
{"formula": "CH2N2O2", "method": "wB97M-V/def2-TZVPD", "symbols": ["N", "N", "O", "C", "O", "H", "H"], "coordinates": [[0.903, -0.492, 0.587], [1.875, -0.175, 0.159], [2.732, 0.313, -0.419], [-1.356, 0.054, -0.124], [-1.117, 1.213, 0.037], [-0.735, -0.606, -0.635], [-2.302, -0.307, 0.395]], "mulliken_charge": [-0.394, 0.906, -0.549, -0.105, -0.393, 0.304, 0.231], "homo_lumo_gap_ev": 11.02, "lumo_ev": 0.92, "smiles": "N#[N+][O-].C=O"}

---

## b
{"formula": "CH2N2O2", "method": "wB97M-V/def2-TZVPD", "symbols": ["H", "N", "C", "O", "N", "O", "H"], "coordinates": [[1.258, 0.583, -0.222], [0.350, 1.097, -0.071], [-0.640, 0.356, -0.221], [-1.830, 0.913, -0.045], [-3.058, 0.315, 0.141], [-3.117, -0.862, -0.008], [-0.568, -0.672, -0.336]], "mulliken_charge": [0.261, -0.496, 0.092, -0.206, 0.351, -0.350, 0.348], "homo_lumo_gap_ev": 10.15, "lumo_ev": -0.59, "smiles": "[H]/N=C/ON=O"}

---

Which of them is least stable? Easy: b.

---

## a
{"formula": "C2HClO4", "method": "wB97M-V/def2-TZVPD", "symbols": ["O", "C", "O", "Cl", "H", "O", "C", "O"], "coordinates": [[-1.416, 1.229, 1.326], [-1.465, 0.464, 0.444], [-1.255, -0.852, 0.377], [-1.994, 0.885, -1.191], [-0.682, -1.275, 1.087], [3.021, 0.026, -1.529], [2.282, -0.106, -0.669], [1.508, -0.371, 0.154]], "mulliken_charge": [-0.391, 0.629, -0.424, -0.163, 0.362, -0.327, 0.678, -0.363], "homo_lumo_gap_ev": 11.45, "lumo_ev": 0.20, "smiles": "O=C(O)Cl.O=C=O"}

---

## b
{"formula": "C2HClO4", "method": "wB97M-V/def2-TZVPD", "symbols": ["O", "C", "O", "O", "C", "O", "Cl", "H"], "coordinates": [[-1.380, -1.754, 0.082], [-0.459, -1.044, -0.259], [0.801, -1.348, -0.695], [1.172, 0.004, -0.759], [-0.066, 0.434, -0.290], [0.000, 0.817, 1.431], [-0.883, 1.711, -1.060], [0.816, 1.179, 1.549]], "mulliken_charge": [-0.489, 0.500, -0.116, -0.122, 0.544, -0.514, -0.082, 0.279], "homo_lumo_gap_ev": 11.27, "lumo_ev": -0.19, "smiles": "O=C1OO[C@@]1(O)Cl"}

---

Which of them is least stable? Easy: b.

---

## a
{"formula": "C3H5ClN2", "method": "wB97M-V/def2-TZVPD", "symbols": ["C", "C", "C", "N", "N", "Cl", "H", "H", "H", "H", "H"], "coordinates": [[0.413, -0.039, 1.176], [-0.265, -1.091, 0.306], [-0.222, 1.303, -0.432], [0.389, 1.118, 0.728], [-0.345, -0.520, -1.067], [1.267, -0.765, -1.839], [0.893, -0.375, 2.073], [0.196, -2.122, 0.253], [-1.370, -0.881, 0.548], [-1.350, 1.477, -0.513], [0.394, 1.895, -1.232]], "mulliken_charge": [0.002, -0.378, -0.236, -0.366, -0.384, -0.165, 0.399, 0.347, 0.249, 0.262, 0.271], "homo_lumo_gap_ev": 9.96, "lumo_ev": 0.79}

---

## b
{"formula": "C3H5ClN2", "method": "wB97M-V/def2-TZVPD", "symbols": ["N", "C", "C", "Cl", "H", "H", "C", "N", "H", "H", "H"], "coordinates": [[-1.884, 0.326, 1.901], [-0.649, 0.374, 1.857], [0.642, 0.276, 1.861], [1.593, 1.811, 2.056], [-2.430, 0.420, 0.971], [1.245, -0.497, 1.701], [0.084, -0.669, -0.932], [-0.679, -0.193, -1.764], [0.002, -1.718, -0.527], [0.846, -0.088, -0.469], [-0.508, 0.846, -1.949]], "mulliken_charge": [-0.499, 0.496, -0.719, -0.180, 0.328, 0.563, -0.330, -0.509, 0.295, 0.285, 0.270], "homo_lumo_gap_ev": 9.49, "lumo_ev": 0.16, "smiles": "N=C=CCl.C=N"}

---

Which of them is least stable? Easy: a.